Record 1
{
  "formula": "C21H22N6O2",
  "method": "ωB97M-V/def2-TZVPD",
  "symbols": ["C", "N", "C", "N", "C", "N", "C", "H", "C", "N", "H", "C", "C", "H", "H", "H", "H", "H", "H", "H", "N", "C", "C", "O", "N", "C", "O", "H", "C", "C", "C", "C", "C", "C", "C", "C", "C", "C", "C", "H", "H", "H", "H", "H", "H", "H", "H", "H", "H", "H", "H"],
  "coordinates": [[-0.2852, 4.4389, 1.0924], [-0.8517, 3.1165, 1.2287], [-0.5667, 2.1496, 0.3132], [0.2271, 2.2931, -0.7667], [0.2271, 1.1051, -1.3593], [0.8482, 0.8708, -2.5605], [1.2119, 2.0770, -3.2937], [2.1333, 2.5186, -2.8860], [1.4097, 1.7063, -4.7681], [2.4125, 0.6753, -4.9559], [3.3254, 1.0371, -4.6917], [2.0966, -0.4830, -4.1456], [1.9052, -0.1294, -2.6643], [2.8490, 0.2785, -2.2637], [1.6566, -1.0230, -2.0939], [1.1694, -0.9131, -4.5355], [2.8955, -1.2194, -4.2505], [0.4680, 1.3238, -5.1714], [1.7008, 2.5902, -5.3377], [0.4079, 2.8026, -3.1797], [-0.5492, 0.1976, -0.7103], [-1.0727, 0.8606, 0.3882], [-1.9659, 0.4598, 1.4280], [-2.5261, -0.6026, 1.6015], [-2.1721, 1.5277, 2.3094], [-1.6802, 2.8176, 2.2871], [-1.9698, 3.6225, 3.1439], [-2.7917, 1.3319, 3.0877], [-0.9044, -1.1463, -1.0915], [-0.7133, -2.1989, -0.0196], [-1.6938, -3.1550, 0.0826], [-1.6276, -4.1855, 1.0255], [-0.5707, -4.2526, 1.8855], [0.4635, -3.2987, 1.8190], [1.5574, -3.3698, 2.7075], [2.5738, -2.4604, 2.6531], [2.5344, -1.4393, 1.6947], [1.4872, -1.3417, 0.8211], [0.4102, -2.2566, 0.8489], [1.4977, -0.5393, 0.1032], [3.3409, -0.7215, 1.6487], [3.4063, -2.5203, 3.3383], [1.5719, -4.1663, 3.4378], [-0.5105, -5.0316, 2.6316], [-2.4255, -4.9111, 1.0729], [-2.5520, -3.1077, -0.5715], [-0.3420, -1.4057, -1.9923], [-1.9684, -1.1408, -1.3573], [0.8028, 4.3768, 1.1038], [-0.6031, 4.8805, 0.1480], [-0.6393, 5.0379, 1.9290]],
  "charge": 0,
  "smiles": "Cn1c(=O)[nH]c(=O)c2c1nc(N1CCNCC1)n2Cc1cccc2ccccc12",
  "e_lumo_ev": 0.53,
  "multiplicity": 1,
  "homo_lumo_gap_ev": 8.47
}

=====

Record 2
{
  "formula": "C41H53BrF5O22S",
  "method": "ωB97M-V/def2-TZVPD",
  "symbols": ["C", "C", "C", "C", "C", "C", "C", "C", "C", "C", "S", "C", "C", "O", "Br", "C", "F", "F", "C", "C", "C", "C", "C", "C", "F", "F", "F", "C", "H", "H", "H", "H", "H", "H", "H", "H", "H", "H", "H", "H", "H", "H", "H", "H", "H", "H", "H", "H", "H", "H", "H", "H", "H", "C", "C", "O", "C", "O", "O", "H", "H", "H", "H", "C", "C", "O", "C", "O", "O", "H", "H", "H", "H", "C", "C", "O", "C", "O", "O", "H", "H", "H", "H", "C", "C", "O", "C", "O", "O", "H", "H", "H", "H", "C", "C", "O", "C", "O", "O", "H", "H", "H", "H", "C", "C", "O", "C", "O", "O", "H", "H", "H", "H", "C", "C", "O", "C", "O", "O", "H", "H", "H", "H"],
  "coordinates": [[-0.4955, -4.9035, -2.0255], [-1.4586, -3.8727, -1.5514], [-1.3573, -3.5722, -0.0899], [-2.3278, -3.2983, -2.3750], [-2.8123, -1.8880, -2.2303], [-4.1306, -1.7814, -1.4717], [-4.6283, -0.3641, -1.1491], [-4.3223, 0.6933, -2.2347], [-4.1919, 0.1766, 0.2110], [-2.7349, 0.0024, 0.6191], [-1.7636, 1.5009, 0.2395], [-0.3931, 1.0341, -0.8204], [-0.6942, 1.3443, -2.2712], [-1.3902, 2.2207, -2.6516], [0.2820, 0.1893, -3.4379], [-0.9957, 2.1675, 1.7943], [-1.3705, 3.4502, 1.7818], [-1.5452, 1.6143, 2.8649], [0.4959, 2.0791, 1.8306], [1.0886, 0.9147, 2.2406], [2.4547, 0.8429, 2.2272], [3.2027, 1.9124, 1.8334], [2.6068, 3.0828, 1.4488], [3.4413, 4.2391, 1.0090], [4.2654, 4.6526, 1.9540], [2.6793, 5.2636, 0.6240], [4.1765, 3.8973, -0.0503], [1.2441, 3.1607, 1.4468], [0.4903, -4.5874, -1.7176], [-0.5388, -5.0413, -3.0908], [-0.6903, -5.8240, -1.4897], [-0.6007, -2.8314, 0.1391], [-1.0816, -4.4910, 0.4009], [-2.3052, -3.2784, 0.3306], [-2.7104, -3.8409, -3.2193], [-2.0327, -1.2550, -1.8311], [-2.9964, -1.5520, -3.2390], [-4.9108, -2.2633, -2.0350], [-4.0735, -2.3166, -0.5425], [-5.7012, -0.4350, -1.0930], [-3.7127, 1.4872, -1.8324], [-5.2443, 1.1771, -2.5142], [-3.9111, 0.2936, -3.1454], [-4.4620, 1.2222, 0.2766], [-4.7864, -0.3230, 0.9602], [-2.7048, -0.0722, 1.6957], [-2.2361, -0.8757, 0.2475], [0.4820, 1.6182, -0.5766], [-0.1529, -0.0135, -0.7245], [0.4934, 0.0787, 2.5463], [2.9127, -0.0707, 2.5453], [4.2738, 1.8458, 1.8256], [0.7594, 4.0648, 1.1508], [6.0331, -0.8100, -0.4471], [4.7046, -0.8583, -1.1776], [4.1110, -2.0500, -0.6481], [4.6687, -2.3008, 0.5639], [4.2751, -3.1159, 1.3291], [5.7298, -1.4883, 0.7805], [6.3794, 0.2011, -0.2523], [6.8176, -1.3598, -0.9677], [4.0629, -0.0075, -0.9352], [4.8089, -0.9268, -2.2566], [2.0281, 2.0356, -7.5539], [3.4690, 2.2469, -7.1327], [3.5941, 1.3432, -6.0243], [2.6613, 0.3747, -6.1637], [2.6124, -0.6153, -5.5052], [1.7925, 0.6801, -7.1497], [1.8715, 2.1510, -8.6219], [1.3347, 2.6871, -7.0199], [4.1797, 1.9548, -7.9060], [3.6801, 3.2665, -6.8241], [0.1640, -2.6956, 5.2678], [0.4283, -4.1834, 5.1402], [0.4011, -4.3728, 3.7170], [0.6885, -3.2024, 3.1286], [0.9123, -3.0643, 1.9677], [0.6943, -2.1894, 4.0306], [0.6655, -2.2407, 6.1164], [-0.9004, -2.4614, 5.3152], [1.4117, -4.4696, 5.5127], [-0.3260, -4.7960, 5.6241], [-7.6767, -1.7287, 2.8052], [-7.3702, -3.1187, 3.3270], [-7.0204, -3.8215, 2.1287], [-6.6028, -2.9260, 1.2122], [-6.0947, -3.2038, 0.1751], [-6.8456, -1.6568, 1.6352], [-7.4218, -0.9407, 3.5081], [-8.7177, -1.6131, 2.5035], [-6.5157, -3.1336, 4.0055], [-8.2178, -3.5897, 3.8151], [2.4557, -7.0652, -1.5852], [3.7159, -7.7798, -2.0262], [3.3864, -9.1501, -1.7828], [2.0341, -9.2738, -1.7980], [1.4499, -10.3035, -1.7924], [1.4443, -8.0501, -1.8183], [2.2568, -6.1631, -2.1565], [2.4691, -6.8165, -0.5245], [3.9211, -7.6497, -3.0906], [4.5941, -7.4864, -1.4572], [-0.7821, 5.8099, -1.2329], [-2.0049, 5.4335, -0.4157], [-2.8517, 6.5654, -0.5945], [-2.4955, 7.1877, -1.7527], [-3.1065, 8.0563, -2.2683], [-1.3332, 6.6629, -2.2318], [-0.2903, 4.9526, -1.6897], [-0.0480, 6.3729, -0.6515], [-2.5114, 4.5467, -0.8085], [-1.7837, 5.2840, 0.6323], [4.2184, 7.5022, 4.0709], [2.8366, 8.1241, 4.1081], [2.3865, 7.7822, 5.4207], [3.4779, 7.5667, 6.2033], [3.4471, 7.4262, 7.3776], [4.6049, 7.5300, 5.4460], [4.9216, 8.0633, 3.4616], [4.2025, 6.4655, 3.7325], [2.8636, 9.2105, 4.0134], [2.1654, 7.7208, 3.3539]],
  "charge": 1,
  "e_lumo_ev": -3.36,
  "multiplicity": 1,
  "homo_lumo_gap_ev": 6.95
}

=====

Calculated HOMO (eV), listed in the same order as above: -7.9, -10.3
Calculated E_tot (eV), listed in the same order as above: -35171.80153, -182879.38946